Formula: CH3N4O
Source: the OMol25 dataset
Level of theory: wB97M-V/def2-TZVPD

Orbital gap in eV: 10.11
ΔE to the lowest compared entry with this formula, charge and spin in kcal per mole: 76.7
Charge: +1
Energy in Eh: -333.71076
Lowest unoccupied orbital energy in eV: -4.963

Last column: Löwdin charge in e.
Geometry (Å):
O (1.497, 1.061, 0.027)  -0.03
N (1.070, -1.365, -0.056)  0.24
N (0.216, 1.118, -0.029)  0.08
N (-2.021, 0.257, 0.039)  0.18
N (1.920, -0.632, 0.039)  0.05
C (-0.748, 0.422, 0.027)  -0.15
H (-2.358, -0.426, 0.853)  0.22
H (-2.575, 0.277, -0.858)  0.18
H (2.999, -0.712, -0.042)  0.24